1.
Here is a cluster of 11 separate species, C22H66O16 in total from OMol25. Energies are from ωB97M-V with the def2-TZVPD basis set.

Atoms and positions in Å:
O -0.2635 -2.2873 -3.1856
O -2.8416 -2.0584 -3.6548
O 2.1022 -4.5748 -2.8501
O 1.5516 4.2943 2.0527
O -3.9665 -0.7749 -1.3154
O -5.9212 0.3843 1.8482
O -1.8078 -2.0537 3.3240
O 3.7158 0.9478 -1.3096
O -1.6722 0.5333 -0.4373
O 0.2599 1.7082 -2.1531
O 0.5713 2.1082 0.7217
O -0.7680 -1.9692 0.5723
O 4.5838 -1.9524 -2.2412
O 1.7664 -0.5386 0.2239
O -4.7059 -2.0607 3.0380
O 2.4393 1.4215 2.7365
C 1.4567 5.5128 1.3825
C 1.6299 -1.9135 0.4574
C 2.8824 -3.4842 -2.2945
C -0.6855 1.7402 1.3815
C -3.5067 -2.1369 -1.2536
C 0.0546 -1.1894 -4.0480
C -1.8460 1.5835 0.4933
C 4.5005 2.1185 -1.0068
C 3.6596 1.2490 4.9392
C -5.5954 -1.1388 3.6529
C -1.4842 2.7822 -3.5242
C 2.9335 0.5828 3.8247
C 0.0714 5.9103 1.0599
C -5.4647 0.3100 3.1361
C 0.3638 -2.5691 -0.0676
C -0.2631 2.9420 -2.6121
C -3.6279 -2.7098 -2.6477
C -0.5292 -4.1004 3.4468
C 0.3485 -1.5718 -5.5037
C -1.4777 -3.1629 4.1815
C 4.0431 -2.9012 -3.1311
C 3.7252 3.3123 -0.4377
H -6.5937 -1.5308 3.3889
H -5.5290 -1.1862 4.7726
H 3.2585 -3.7589 -1.2536
H 3.7363 0.4819 5.7014
H -1.2714 0.8237 -1.2227
H -0.5135 0.7913 1.9528
H 2.7863 2.3239 2.9068
H -1.8588 3.8036 -3.6990
H 1.4343 -4.2751 -3.5109
H -0.6606 5.9402 1.8614
H -5.9689 0.9941 3.7339
H -0.9899 -2.6908 5.0470
H -0.9944 -1.0991 0.2144
H 0.4217 -3.6201 3.2827
H -4.3355 0.4579 3.1807
H -3.1810 -1.2031 -3.8802
H 2.4143 -2.4440 -0.0118
H -0.5469 -1.6918 -6.1301
H -1.4255 -2.1615 2.4163
H -3.8159 -1.9857 3.3782
H 2.2137 -2.6158 -2.1035
H -0.6782 -0.4333 -4.0008
H -3.3296 -3.7399 -2.7068
H -4.1199 -2.6821 -0.5781
H 1.2327 1.5375 1.0971
H -1.0210 -4.4640 2.5256
H 1.0667 3.6120 1.5410
H 4.5374 1.7226 4.6055
H -4.6758 -2.7652 -3.0192
H -0.2888 -4.9437 4.0745
H 3.4966 3.0254 0.5481
H -5.5149 -0.2696 1.2844
H 0.5360 1.8339 -1.2225
H -2.1052 2.5232 -0.0270
H -0.5319 3.6084 -1.7618
H -1.2339 -2.1887 -3.0507
H 4.7265 -3.8307 -3.2287
H -0.3402 5.2842 0.2892
H 3.5968 0.4594 -0.5032
H 1.7704 -1.9541 1.5407
H -3.1879 -0.2570 -1.0761
H 1.6931 -0.4298 -0.7338
H -1.3242 2.3127 -4.4563
H 5.3136 1.7855 -0.3163
H 0.2425 -2.4621 -1.1687
H -0.8883 2.4811 2.1716
H 3.4518 -0.2368 3.3393
H 0.9342 -2.5163 -5.5164
H 4.3336 4.2027 -0.4486
H 0.0942 6.9651 0.7090
H -2.4010 -3.6754 4.3177
H 2.9715 2.0595 5.2399
H -2.3795 2.3245 -3.0695
H 0.9679 -0.7581 -3.5845
H 4.1645 -1.1226 -2.4728
H 2.1083 0.0782 4.3383
H -2.7470 1.3806 1.0367
H 0.5219 3.4216 -3.1589
H 1.9657 5.5616 0.4300
H 2.8345 3.3880 -1.0247
H 0.3390 -3.6429 0.2172
H 0.8866 -0.8278 -6.0644
H 1.8894 6.2268 2.0960
H -2.4792 -2.1285 -1.0054
H 3.7230 -2.5434 -4.0804
H 5.0355 2.4310 -1.9507

Properties
Net charge ... 0
Multiplicity ... 1
SMILES ... OCCO.OCCO.OCCO.OCCO.OCCO.CCO.CCO.CCO.CCO.CCO.CCO
Frontier orbital gap ... 9.99 eV

2.
Here is a cluster of 14 separate species, C22H68FNO16 in total from OMol25. Energies are from ωB97M-V with the def2-TZVPD basis set.

Atoms and positions in Å:
F 1.7939 -2.9934 1.3998
O 4.8712 1.9595 3.0880
O -10.1776 6.7552 -1.0216
O -4.1684 0.0740 3.4241
O -1.3142 -0.6536 -7.4418
O 6.4204 -3.6179 0.1216
O 0.1806 -1.2606 0.4958
O -3.3503 -0.1389 0.5070
O 8.2665 -3.3367 -2.5802
O -1.8215 1.5634 -3.0344
O -3.7798 2.4495 -0.2572
O -7.2440 3.8637 -2.4421
O 4.6638 -1.1885 3.5017
O -3.0457 -1.3021 -3.3605
O -2.7958 3.5176 3.3383
O 8.4280 -2.7340 4.2028
O 0.8867 -5.5787 1.6649
N -2.0402 -0.4316 2.4971
C -3.4310 -1.9269 -4.5825
C -10.9963 6.5269 0.1220
C -0.9410 -0.4787 0.1476
C 7.7307 -2.0737 -2.9478
C -4.9869 3.0020 0.2433
C 6.0677 -4.9863 0.3159
C -3.0896 -0.0228 2.9700
C 0.5507 -6.2477 0.4600
C -3.9887 -1.0566 -0.3825
C -0.6362 1.0084 -0.1646
C -3.9899 4.0911 3.8593
C -0.6534 1.9658 1.0473
C 2.2236 -1.6731 1.6134
C 3.1980 -1.3526 0.4773
C 0.9623 -0.7939 1.5610
C 9.0068 -3.2642 5.3937
C 0.0116 -0.8941 -6.9811
C 5.7656 -2.0561 3.7784
C -7.7586 5.0232 -1.7874
C -1.0307 1.9340 -4.1695
C 5.6608 2.3025 1.9521
C -2.1824 -0.7355 1.0584
H -3.6973 1.5489 0.0989
H -4.5734 -0.5097 -1.1184
H -6.3437 3.7358 -2.1301
H 0.0720 -1.8661 -6.4842
H 5.2747 1.8108 1.0557
H 3.4875 -0.3044 0.4541
H -2.7046 2.6245 3.6792
H -1.2702 -0.8940 -0.8103
H 9.0059 -2.0305 3.8938
H -5.8433 2.4042 -0.0873
H -0.3012 1.5152 1.9739
H -1.4121 1.3491 -0.8649
H 10.0002 -3.6706 5.1894
H -4.0886 5.1010 3.4695
H 6.5680 -5.3863 1.2014
H 8.3634 -4.0627 5.7547
H 0.4895 -0.8944 2.5426
H 9.0798 -2.4890 6.1607
H 5.5564 -3.0338 3.3458
H -3.2787 -1.6550 -0.9493
H -3.9472 4.1282 4.9508
H 0.3070 1.1327 -0.6985
H -4.1260 -1.2847 -5.1292
H 1.4452 -6.4223 -0.1462
H -0.1713 -5.6610 -0.1163
H 0.7149 -0.8628 -7.8168
H 6.1306 -3.1365 0.9023
H -10.5490 6.9815 1.0097
H -3.9221 -2.8690 -4.3496
H -1.6056 2.4618 1.2303
H -4.8500 3.4948 3.5450
H -11.9964 6.9386 -0.0348
H 4.0802 -1.9782 0.6144
H 1.3286 0.2322 1.4537
H 3.9747 2.2615 2.9178
H 4.9858 -5.0873 0.4324
H 4.8712 -0.3310 3.8895
H 8.2708 -3.3686 -1.6177
H -10.1155 7.7060 -1.1463
H 5.9076 -2.1623 4.8545
H -2.6118 -0.4669 -3.5759
H -7.7606 4.8752 -0.7037
H 6.7131 -1.9715 -2.5608
H -11.0734 5.4530 0.2728
H -7.1527 5.8988 -2.0380
H 6.6649 -1.6476 3.3303
H 2.7073 -1.6562 -0.4475
H -2.7168 1.8863 -3.1823
H 5.6642 3.3848 1.8032
H 0.0632 2.7668 0.8307
H -0.0140 1.5822 -4.0111
H 2.7073 -1.6258 2.5983
H -5.0870 4.0177 -0.1406
H -4.6573 -1.7242 0.1702
H 8.3606 -1.2714 -2.5525
H 0.1041 -7.2070 0.7151
H -8.7749 5.1863 -2.1247
H -4.9541 3.0308 1.3351
H -1.4298 1.4804 -5.0811
H -1.0229 3.0208 -4.2745
H -2.3550 -1.8164 0.9972
H -2.5485 -2.1209 -5.1969
H 0.2677 -0.1148 -6.2675
H 6.6782 1.9648 2.1325
H 7.7063 -2.0051 -4.0332
H 6.3873 -5.5459 -0.5597
H -1.5300 -1.3492 -8.0684
H 1.2811 -4.7303 1.4248

Properties
Net charge ... 0
Multiplicity ... 1
Frontier orbital gap ... 9.76 eV

For the records above, the corresponding max |F| values read 4.4; 2.3 eV Å⁻¹.